(1)
12
Properties=species:S:1:pos:R:3:forces:R:3 method="wB97M-V/def2-TZVPD" orbital_gap_ev="7.801 / 8.433" total_charge=0
C -0.501273 -1.184506 0.316665 0.593 -0.649 0.300
C -0.798934 0.038478 -0.412123 0.414 0.524 -0.095
C 2.007644 1.187690 -0.418639 -0.093 0.003 0.133
O 2.104323 2.292018 0.356745 -0.062 -0.220 -0.077
I 3.011323 -0.567738 0.227194 0.293 0.317 -0.071
H -0.902974 -1.174323 1.329584 -0.072 -0.083 -0.011
H -0.843999 -2.074305 -0.215028 -0.125 -0.055 0.068
H 0.601652 -1.330875 0.419208 -0.677 -0.012 0.025
H -0.766635 0.059429 -1.484082 -0.048 0.074 -0.259
H -1.116580 0.920665 0.110503 -0.096 0.250 -0.005
H 2.242799 1.425584 -1.451017 -0.122 -0.092 0.026
H 1.899123 2.081693 1.276253 -0.003 -0.057 -0.033

(2)
19
Properties=species:S:1:pos:R:3:forces:R:3 method="wB97M-V/def2-TZVPD" smiles=NC[C@@H](N)CO.O orbital_gap_ev=10.252 total_charge=0
N 2.767342 0.793825 0.583845 0.152 0.840 -0.175
C 1.404427 1.204111 0.233363 -0.548 0.014 -1.025
C 0.564564 -0.011011 -0.139907 -0.050 -0.070 0.516
N -0.854474 0.349127 -0.367580 0.035 -0.110 0.593
C 1.066448 -0.666341 -1.415628 0.112 0.025 0.175
O 0.385046 -1.871846 -1.726169 -0.171 0.192 0.013
H 3.232086 1.605642 0.988169 -0.065 -0.216 0.237
H 3.285263 0.676705 -0.283356 -0.045 -0.310 0.052
H 1.340980 1.895479 -0.627199 0.236 0.019 0.139
H 0.907940 1.731086 1.044761 0.199 -0.103 0.382
H 0.657746 -0.696439 0.712126 0.042 -0.183 -0.201
H -1.134714 1.115702 0.251924 0.178 -0.250 -0.287
H -1.392285 -0.446704 -0.028599 -0.172 0.239 -0.183
H 0.960501 0.093648 -2.194466 -0.106 -0.086 -0.302
H 2.117295 -0.938570 -1.358478 0.087 -0.040 0.174
H -0.552539 -1.660665 -1.814345 0.100 0.043 -0.098
O -4.746716 -0.795896 2.262859 0.195 0.221 0.161
H -5.557936 -0.681322 1.764126 -0.063 -0.131 -0.088
H -4.450974 -1.696531 2.114553 -0.117 -0.093 -0.082

(3)
166
Properties=species:S:1:pos:R:3:forces:R:3 method="wB97M-V/def2-TZVPD" orbital_gap_ev=8.638 total_charge=0
C 0.026206 0.415924 -1.586307 -1.768 -1.617 0.362
C 0.058316 0.815033 -0.100989 1.233 1.310 -1.560
C -1.341536 0.819625 0.524475 0.104 -0.538 0.145
C -1.826093 -0.503006 1.082401 1.393 -1.174 -1.726
C -0.685127 -1.125265 1.903826 -1.622 0.577 1.291
C 0.676559 -1.276114 1.268015 1.494 0.304 -0.393
N 1.078834 -0.002458 0.608680 -1.186 1.465 2.013
O 2.391123 0.028723 0.000526 -1.581 -1.929 0.938
C 1.701404 -1.592285 2.360237 -0.163 0.117 0.207
C 0.712584 -2.427327 0.299719 -1.534 -0.898 -0.985
C 0.575647 2.301438 -0.080477 -0.479 -1.454 1.357
H -0.694680 1.007594 -2.155667 0.697 0.686 -0.215
H -0.517201 -0.536942 -1.670299 0.230 -0.292 0.132
H 1.000498 0.215983 -2.021070 0.004 0.653 -0.260
H -1.396586 1.508586 1.367565 0.313 0.394 -0.309
H -1.974969 1.131781 -0.307339 -0.279 0.385 0.339
H -1.997440 -1.169660 0.230299 -0.280 -0.070 0.003
H -2.776587 -0.416951 1.592084 0.161 0.007 0.172
H -0.979642 -2.091187 2.323522 0.046 -0.241 -0.407
H -0.676621 -0.522340 2.823153 0.700 0.264 -0.043
H 1.925855 -0.707561 2.959109 0.203 0.025 -0.129
H 1.291027 -2.330763 3.052045 0.050 -0.230 -0.168
H 2.600179 -2.012165 1.909481 0.168 0.121 0.247
H -0.059268 -2.335158 -0.468107 -0.085 0.264 -0.049
H 1.623602 -2.579735 -0.266517 0.529 0.000 0.209
H 0.432838 -3.370310 0.776461 0.434 -0.002 0.247
H 0.404633 2.668903 0.934898 0.524 0.086 0.096
H -0.023745 2.977071 -0.682610 0.176 -0.389 -0.538
H 1.636555 2.186807 -0.285361 -0.042 0.986 -0.353
H 2.397597 -0.817709 -0.483303 0.233 -0.024 -0.106
C -3.044421 1.633540 -4.043290 1.428 0.709 0.458
O -2.932706 2.823769 -4.364725 -0.337 0.736 0.065
N -2.438515 0.701019 -4.798110 -0.202 -0.663 0.161
N -3.574705 1.274620 -2.836370 0.302 0.069 -1.121
H -1.795448 1.027106 -5.525467 -0.547 -0.448 0.236
H -2.343503 -0.243673 -4.447214 0.022 -0.038 -0.233
H -3.931612 2.067919 -2.332272 -0.323 -0.405 0.367
H -3.739216 0.287781 -2.687950 -0.388 -0.008 0.457
C -1.945408 1.763393 4.258105 -0.529 -0.924 0.798
O -2.706006 1.034962 3.617016 0.119 -0.021 0.022
N -1.726492 1.600437 5.583032 -0.151 0.587 -0.569
N -1.238947 2.793719 3.724551 -0.556 -0.961 -0.224
H -1.074971 2.252607 5.976405 -0.049 -0.404 0.749
H -2.031695 0.789199 6.090765 0.326 -0.064 -0.001
H -1.744894 3.178665 2.938347 0.573 0.813 0.130
H -0.778758 3.288832 4.464706 0.084 1.209 -0.838
C -1.058735 -3.240495 -5.632747 0.278 1.714 1.165
O -1.246568 -2.411660 -4.731235 0.277 -0.519 0.325
N -1.521176 -2.960198 -6.868535 0.142 -0.740 0.029
N -0.290727 -4.347714 -5.500524 -0.664 -0.009 -1.141
H -1.367006 -3.647618 -7.583253 -0.452 0.491 -0.466
H -2.114317 -2.149771 -6.919335 0.002 -0.086 -0.467
H -0.436459 -4.961789 -6.284217 0.549 -0.673 0.488
H 0.017155 -4.667872 -4.598418 0.116 -0.039 0.226
C 2.953199 2.755473 3.119655 1.138 1.942 0.734
O 3.444016 3.727128 3.697108 -0.039 -0.699 -0.019
N 3.475220 2.232714 1.993903 -0.232 -1.256 -0.946
N 1.863989 2.120617 3.579315 -0.664 -0.567 0.328
H 4.318596 2.561031 1.565056 -0.196 0.470 0.106
H 2.881151 1.582838 1.499710 0.383 -0.062 -0.264
H 1.403217 1.394167 3.054620 -0.121 0.057 0.118
H 1.541239 2.401256 4.485735 -0.158 -0.024 -0.137
C 2.161203 -3.796622 -3.015224 -1.483 1.057 2.784
O 1.320670 -4.704113 -3.021492 0.783 -0.233 -1.033
N 3.409511 -3.936424 -2.474093 1.358 -0.882 -0.855
N 1.767584 -2.503092 -3.024620 -0.512 -0.661 -0.511
H 3.985889 -3.108217 -2.486007 -0.006 -0.002 -0.083
H 3.917154 -4.763996 -2.758133 -0.073 -0.049 0.159
H 2.399339 -1.718366 -3.206885 -0.479 -0.192 0.191
H 0.761332 -2.439218 -2.971509 -0.054 0.560 -0.507
C 4.718983 0.025115 5.340585 1.198 0.170 -0.568
O 3.843530 -0.848288 5.305148 0.244 0.625 0.767
N 5.115158 0.697586 4.252273 -0.434 -0.043 -1.760
N 5.488951 0.374780 6.404132 -1.063 -0.914 0.812
H 5.879382 1.345066 4.208053 -0.011 0.048 0.366
H 4.760978 0.420938 3.350098 -0.353 0.131 0.177
H 5.401604 -0.199782 7.224494 0.247 0.354 0.157
H 6.164191 1.107001 6.312611 0.119 -0.061 0.313
C -4.174765 -2.030113 -1.616732 0.997 0.734 0.817
O -3.884341 -1.685318 -2.757115 -0.562 -0.209 -0.179
N -3.544918 -3.041795 -0.947010 -0.120 -0.252 -0.040
N -4.987830 -1.327039 -0.772281 -0.314 -0.016 -0.172
H -3.747666 -3.132330 0.035292 0.048 -0.364 -0.052
H -2.970169 -3.712335 -1.422454 0.013 0.157 -0.109
H -5.045073 -1.599598 0.204688 -0.175 0.245 -0.418
H -5.567108 -0.587943 -1.126697 0.125 0.000 -0.065
C 0.061755 -7.398497 -0.656844 -0.469 -0.399 -0.241
O -0.763679 -8.141856 -0.151532 -0.036 0.026 0.033
N 1.223780 -7.057212 -0.038481 0.687 0.232 0.690
N -0.030872 -6.858535 -1.901828 0.239 0.463 -0.298
H 1.391921 -7.362962 0.903783 -0.147 -0.052 -0.096
H 1.912440 -6.464159 -0.465639 -0.089 -0.030 -0.054
H 0.557975 -6.058459 -2.110304 -0.209 -0.276 -0.274
H -0.843599 -6.984956 -2.476319 -0.156 -0.173 0.354
C 0.930931 4.329220 -4.956846 -0.454 0.499 0.260
O 1.775105 5.143562 -5.318264 0.232 -0.699 0.056
N -0.369063 4.371064 -5.292325 -1.062 0.649 -0.745
N 1.105992 3.303542 -4.079910 0.967 -0.120 0.368
H -1.071472 3.872019 -4.764852 -0.360 -0.231 -0.307
H -0.681726 4.964106 -6.040187 0.096 0.095 0.132
H 2.018693 3.147501 -3.697939 -0.219 -0.145 0.174
H 0.316866 2.719750 -3.863105 0.328 -0.348 0.152
C 0.506669 -0.622400 6.850663 -1.116 -1.249 -0.502
O -0.719423 -0.491055 6.933121 0.874 0.185 0.831
N 1.425753 -0.328710 7.789917 0.226 0.639 0.636
N 1.030917 -1.262769 5.770142 0.068 -0.271 -0.867
H 2.393741 -0.526807 7.604273 -0.047 -0.049 0.068
H 1.142016 -0.112830 8.728738 -0.080 0.109 -0.117
H 0.362143 -1.421804 5.032911 0.092 0.144 -0.053
H 2.007348 -1.184977 5.507156 -0.092 0.274 0.056
C -5.172492 2.519399 1.629070 0.788 0.087 -1.241
O -5.853528 3.481681 1.286932 -0.277 -0.030 0.230
N -3.824939 2.481061 1.511772 0.650 -0.335 0.695
N -5.672570 1.304385 1.993417 -0.771 0.111 0.279
H -3.356132 1.681276 1.911611 -0.025 0.221 -0.053
H -3.235510 3.151116 1.036569 -0.593 0.298 -0.441
H -5.056095 0.581993 2.314798 -0.166 -0.101 0.042
H -6.665250 1.224359 2.123703 0.089 -0.044 0.137
C -3.312692 4.714169 -1.273234 0.204 0.389 -0.044
O -2.607083 3.963432 -0.598842 0.423 0.426 0.020
N -2.863828 5.575058 -2.224814 0.191 0.341 -0.729
N -4.651863 4.782035 -1.113680 0.379 -0.910 0.415
H -3.539641 5.890294 -2.896335 0.150 0.192 -0.031
H -1.949724 5.985843 -2.273987 0.208 -0.558 0.227
H -5.186439 5.395762 -1.695444 -0.347 0.084 0.447
H -4.946035 4.373567 -0.229240 -1.004 0.039 -0.264
C -4.086686 -2.585889 2.903190 -2.060 -0.751 1.064
O -4.570044 -2.314872 1.807613 0.655 -0.119 0.172
N -4.406385 -3.741740 3.596694 0.665 0.758 -0.617
N -3.394301 -1.741395 3.703464 0.219 0.353 -0.735
H -5.008004 -4.440406 3.201624 0.290 -0.144 -0.044
H -3.793510 -3.894261 4.375986 -0.362 -0.872 0.107
H -3.438040 -0.760776 3.439840 0.509 -0.104 0.550
H -3.442698 -1.985169 4.675854 0.163 0.550 0.173
C 3.316136 -4.671835 4.721059 0.408 -0.582 -0.327
O 3.730253 -5.773216 4.366981 -0.486 0.230 0.208
N 4.109822 -3.580535 4.699789 0.295 0.314 -0.007
N 2.038489 -4.431641 5.129695 0.330 -0.537 -0.327
H 3.829396 -2.688915 5.088150 0.424 -0.183 -0.208
H 5.067453 -3.784804 4.474641 0.008 0.288 0.064
H 1.496457 -5.274578 5.202844 -0.442 0.395 0.236
H 1.784977 -3.515041 5.451233 -0.510 -0.231 0.258
C 3.645521 0.670577 -3.255192 -1.217 0.392 -0.969
O 3.194066 -0.419375 -3.659338 1.344 0.418 0.876
N 3.398962 1.222768 -2.038285 0.684 -0.975 -0.142
N 4.261407 1.488344 -4.160610 -0.015 0.049 1.208
H 3.215833 0.624829 -1.193323 -0.130 1.392 -1.388
H 3.640398 2.190987 -1.909351 0.224 -0.106 0.321
H 4.192638 2.457552 -3.895858 0.541 0.208 -0.847
H 4.276016 1.174523 -5.112924 -0.063 0.321 -0.070
C 1.495367 6.166015 -0.846174 0.158 -0.297 -0.089
O 1.821413 5.791796 0.271727 -0.172 0.120 -0.355
N 0.591002 5.526889 -1.627777 -1.435 -1.454 -0.365
N 2.019817 7.256156 -1.447504 1.193 1.273 0.390
H 0.288749 4.613887 -1.320883 0.060 0.303 0.371
H 0.529402 5.566203 -2.632834 0.548 0.592 -0.008
H 2.650984 7.785425 -0.868580 -0.048 -0.004 -0.072
H 1.707019 7.711347 -2.284965 -0.298 -0.372 -0.045
C 0.542473 0.463246 -6.381042 -0.172 -0.978 1.036
O -0.603137 0.592991 -6.794543 0.519 0.364 -0.700
N 0.860072 -0.430567 -5.402023 -0.346 -0.903 0.800
N 1.642594 1.109563 -6.810629 1.028 0.951 -0.704
H 0.184418 -1.112952 -5.095546 -0.718 0.156 -0.278
H 1.669695 -0.464558 -4.798445 0.294 0.641 -0.712
H 2.521050 0.855809 -6.401972 -0.051 -0.050 -0.029
H 1.657492 1.906985 -7.421147 -0.509 -0.063 0.014

It is found that the relative energy (zero: lowest compared OMol25 entry of this formula, charge and spin) values, taken in the order of the records, are 336.07 114.32 0.00 kJ/mol.
It is found that the F_max values, taken in the order of the records, are 0.018 0.023 0.065 hartree/bohr.